Entry 1:
{
  "formula": "C19H38Cl2FNO3PPtSi3",
  "method": "the ωB97M-V functional and the def2-TZVPD basis",
  "elements": ["Pt", "C", "Si", "C", "C", "C", "Si", "C", "C", "C", "Si", "C", "C", "C", "C", "C", "C", "C", "N", "H", "H", "H", "H", "H", "H", "H", "H", "H", "H", "H", "H", "H", "H", "H", "H", "H", "H", "H", "H", "H", "H", "H", "H", "H", "H", "H", "H", "Cl", "C", "Cl", "C", "O", "O", "H", "F", "C", "P", "C", "C", "O", "H", "H", "H", "H", "H", "H", "H", "H", "H"],
  "positions_angstrom": [[-0.8492, -0.4343, -0.3113], [1.0758, 1.8161, 2.9053], [0.2410, 2.3081, 1.2889], [1.0002, 4.0094, 0.9211], [-1.5697, 2.6488, 1.6876], [0.5065, 1.1571, -0.1627], [2.1694, 0.2975, -0.1507], [3.5846, 1.5300, 0.1361], [2.6257, -0.5923, -1.7456], [2.2586, -1.0354, 1.1698], [0.0880, 2.0485, -1.7335], [-1.4961, 3.0578, -1.7119], [1.4251, 3.1202, -2.5229], [-0.1872, 0.6146, -2.9335], [0.0290, 0.5646, -4.3002], [-0.0250, -0.6558, -4.9617], [-0.2437, -1.8054, -4.2279], [-0.4583, -1.7153, -2.8606], [-0.4784, -0.5206, -2.2604], [0.9660, 2.6444, 3.6124], [2.1418, 1.6141, 2.7894], [0.6079, 0.9360, 3.3387], [0.8916, 4.6465, 1.8043], [0.5072, 4.5204, 0.0907], [2.0651, 3.9402, 0.6881], [-1.6594, 2.9877, 2.7247], [-2.1743, 1.7507, 1.5691], [-1.9800, 3.4323, 1.0482], [3.6143, 2.2831, -0.6563], [4.5404, 0.9976, 0.1231], [3.5120, 2.0579, 1.0890], [2.4930, 0.0073, -2.6498], [2.0453, -1.5126, -1.8411], [3.6822, -0.8725, -1.6863], [1.8525, -0.7016, 2.1255], [3.2940, -1.3535, 1.3269], [1.6839, -1.8986, 0.8192], [-1.4005, 3.9795, -1.1354], [-2.3139, 2.4702, -1.2917], [-1.7589, 3.3297, -2.7383], [1.7097, 3.9490, -1.8722], [1.0701, 3.5451, -3.4667], [2.3226, 2.5343, -2.7344], [0.2621, 1.4770, -4.8349], [0.1366, -0.7081, -6.0318], [-0.2423, -2.7833, -4.6888], [-0.5228, -2.5741, -2.1905], [-3.2962, -5.6752, -0.7734], [-2.5863, -4.1391, -1.3083], [-3.2168, -3.7333, -2.9296], [-2.7925, -2.9854, -0.2999], [-3.2377, -3.2497, 0.8105], [-2.3950, -1.8636, -0.7398], [-1.4956, -4.2489, -1.3612], [0.1321, -3.4848, -0.7231], [-2.9660, -1.7287, 3.2689], [-1.2675, -1.6246, 2.6967], [-0.6148, -3.1815, 2.1044], [-0.3661, -1.2907, 4.2280], [-1.0881, -0.4342, 1.7610], [-3.0916, -2.5996, 3.9140], [-3.6147, -1.8391, 2.4054], [-3.1915, -0.8185, 3.8270], [-1.3249, -3.9825, 2.3033], [0.3274, -3.3747, 2.6216], [-0.4057, -3.1649, 1.0133], [-0.5463, -2.1085, 4.9283], [-0.7071, -0.3552, 4.6712], [0.7026, -1.2295, 4.0247]],
  "nbo_charge": [0.882, -1.140, 1.798, -1.142, -1.140, -1.803, 1.776, -1.139, -1.145, -1.152, 1.754, -1.136, -1.149, -0.187, -0.257, -0.165, -0.247, 0.074, -0.422, 0.223, 0.229, 0.237, 0.226, 0.220, 0.230, 0.221, 0.258, 0.225, 0.224, 0.225, 0.222, 0.222, 0.265, 0.227, 0.218, 0.223, 0.276, 0.228, 0.253, 0.230, 0.239, 0.226, 0.236, 0.212, 0.207, 0.224, 0.308, -0.050, -0.341, -0.063, 0.794, -0.705, -0.789, 0.314, -0.893, -1.015, 1.987, -1.075, -1.010, -1.110, 0.236, 0.305, 0.229, 0.267, 0.235, 0.362, 0.237, 0.239, 0.249],
  "e_lumo_ha": 0.097,
  "largest_force_ev_per_a": 0.11,
  "charge": -1,
  "gap_ev": 8.16,
  "spin_multiplicity": 1
}


Entry 2:
{
  "formula": "C36H31BF4MnNOP2S",
  "method": "the ωB97M-V functional and the def2-TZVPD basis",
  "elements": ["Mn", "O", "S", "C", "C", "C", "C", "C", "C", "P", "C", "C", "C", "C", "C", "C", "C", "C", "C", "C", "C", "C", "C", "C", "C", "C", "C", "C", "P", "C", "C", "C", "C", "C", "C", "C", "C", "C", "C", "C", "C", "H", "H", "H", "H", "H", "H", "H", "H", "H", "H", "H", "H", "H", "H", "H", "H", "H", "H", "H", "H", "H", "H", "H", "H", "H", "H", "H", "H", "F", "B", "F", "F", "F", "N", "H", "H", "H"],
  "positions_angstrom": [[-0.8039, -0.4630, -0.6218], [-0.0264, 1.3913, 0.1084], [1.0609, 1.4954, 1.1590], [2.6006, 1.0596, 0.3504], [3.7254, 1.4667, 1.0582], [4.9928, 1.1556, 0.5949], [5.1263, 0.4555, -0.5921], [4.0014, 0.1149, -1.3321], [2.7149, 0.4186, -0.8929], [1.3056, 0.1112, -2.0372], [1.9645, -0.9960, -3.3118], [2.4910, -0.5374, -4.5176], [2.9776, -1.4480, -5.4452], [2.9463, -2.8090, -5.1713], [2.4205, -3.2685, -3.9707], [1.9201, -2.3660, -3.0427], [1.0793, 1.7174, -2.8507], [1.9454, 2.7938, -2.7047], [1.6883, 3.9855, -3.3722], [0.5760, 4.1052, -4.1896], [-0.2932, 3.0309, -4.3423], [-0.0442, 1.8451, -3.6704], [0.8208, 0.1114, 2.3107], [1.9379, -0.3880, 2.9618], [1.7990, -1.3090, 3.9888], [0.5380, -1.7089, 4.3844], [-0.5787, -1.2245, 3.7198], [-0.4716, -0.3202, 2.6676], [-1.9714, 0.0510, 1.6640], [-2.4707, 1.7130, 2.1738], [-2.9306, 2.6160, 1.2191], [-3.3396, 3.8858, 1.5998], [-3.2861, 4.2588, 2.9347], [-2.8200, 3.3659, 3.8926], [-2.4125, 2.0966, 3.5142], [-3.2393, -1.1017, 2.2565], [-4.4246, -0.6735, 2.8456], [-5.4079, -1.5972, 3.1835], [-5.2082, -2.9470, 2.9423], [-4.0242, -3.3802, 2.3540], [-3.0467, -2.4647, 2.0019], [3.6090, 2.0274, 1.9790], [5.8629, 1.4628, 1.1593], [6.1077, 0.1920, -0.9631], [4.1279, -0.3933, -2.2788], [2.5190, 0.5237, -4.7327], [3.3840, -1.0934, -6.3835], [3.3297, -3.5140, -5.8977], [2.3929, -4.3282, -3.7529], [1.5084, -2.7319, -2.1101], [2.8216, 2.7089, -2.0742], [2.3654, 4.8215, -3.2538], [0.3826, 5.0343, -4.7092], [-1.1614, 3.1190, -4.9821], [-0.7208, 1.0044, -3.7927], [2.9318, -0.0895, 2.6655], [2.6817, -1.7103, 4.4677], [0.4149, -2.4208, 5.1894], [-1.5582, -1.5840, 4.0048], [-2.9557, 2.3302, 0.1744], [-3.6948, 4.5854, 0.8548], [-3.6035, 5.2498, 3.2313], [-2.7736, 3.6600, 4.9328], [-2.0440, 1.4002, 4.2593], [-4.5871, 0.3789, 3.0399], [-6.3276, -1.2567, 3.6405], [-5.9711, -3.6648, 3.2135], [-3.8595, -4.4347, 2.1738], [-2.1162, -2.8156, 1.5649], [0.2837, -3.9370, 1.6583], [0.7718, -3.3859, 0.5058], [-0.0239, -2.0622, 0.3472], [2.0812, -2.9840, 0.5668], [0.4656, -4.1026, -0.6327], [-2.4102, -1.4167, -1.8276], [-2.1161, -1.6954, -2.7600], [-3.2451, -0.8488, -1.9403], [-2.7057, -2.2706, -1.3586]],
  "mulliken_spin": [4.786, 0.017, 0.015, -0.002, 0.000, 0.002, 0.000, -0.003, 0.001, 0.136, -0.049, 0.002, 0.000, 0.001, 0.002, 0.021, -0.030, -0.001, 0.000, 0.001, 0.008, 0.001, 0.026, 0.003, 0.000, 0.000, 0.004, -0.049, 0.061, -0.030, 0.011, 0.006, 0.000, 0.001, -0.002, -0.037, 0.005, -0.001, 0.003, 0.000, 0.021, 0.001, 0.000, 0.000, 0.000, 0.000, 0.000, 0.000, 0.000, -0.017, 0.000, 0.000, 0.000, 0.000, -0.011, 0.000, 0.000, 0.000, -0.001, 0.008, 0.000, 0.000, 0.000, 0.000, 0.001, 0.000, 0.000, 0.000, 0.009, -0.001, 0.003, 0.007, -0.002, -0.002, 0.064, 0.007, 0.004, 0.003],
  "e_lumo_ha": [-0.091, -0.096],
  "largest_force_ev_per_a": 0.28,
  "charge": 1,
  "gap_ev": [8.21, 8.69],
  "spin_multiplicity": 6
}


Entry 3:
{
  "formula": "C3H5NO2",
  "method": "the ωB97M-V functional and the def2-TZVPD basis",
  "elements": ["C", "C", "N", "O", "C", "O", "H", "H", "H", "H", "H"],
  "positions_angstrom": [[-1.4063, -1.1157, -0.3464], [-0.4010, -0.8302, 0.4919], [0.8789, -0.1569, 0.0884], [1.8471, 0.0415, 1.1819], [0.4868, 1.0102, -0.7448], [1.0814, 2.2302, -0.6533], [-1.3806, -0.7594, -1.3204], [-2.2080, -1.6454, -0.0490], [-0.3810, -1.0225, 1.5617], [1.9373, 1.2448, 1.1470], [-0.4544, 1.0032, -1.3570]],
  "nbo_charge": [-0.446, -0.010, -0.181, -0.534, 0.467, -0.609, 0.190, 0.214, 0.221, 0.498, 0.189],
  "e_lumo_ha": 0.010,
  "smiles": "C=CN(O)C=O",
  "largest_force_ev_per_a": 7.92,
  "charge": 0,
  "gap_ev": 9.77,
  "spin_multiplicity": 1
}


Entry 4:
{
  "formula": "C5H11NO",
  "method": "the ωB97M-V functional and the def2-TZVPD basis",
  "elements": ["C", "N", "C", "O", "C", "C", "C", "H", "H", "H", "H", "H", "H", "H", "H", "H", "H", "H"],
  "positions_angstrom": [[2.3962, 0.3390, -0.6295], [1.5944, -0.6696, 0.0680], [0.5626, -0.0003, 0.7698], [0.8002, 0.6350, 1.7710], [-0.7422, 0.1073, -0.0092], [-1.3512, -1.2132, -0.4950], [-1.7659, 0.9937, 0.6823], [1.7487, 1.0057, -1.2360], [3.1104, -0.1515, -1.2943], [2.9223, 0.9531, 0.1015], [1.2039, -1.3029, -0.6205], [-0.3700, 0.6477, -0.9032], [-1.9785, -1.6657, 0.2800], [-0.6065, -1.9595, -0.7918], [-1.9752, -1.0234, -1.3736], [-2.5577, 1.2654, -0.0232], [-2.2181, 0.4814, 1.5387], [-1.2964, 1.9095, 1.0478]],
  "nbo_charge": [-0.411, -0.652, 0.707, -0.553, -0.328, -0.600, -0.602, 0.163, 0.207, 0.219, 0.358, 0.212, 0.216, 0.199, 0.216, 0.206, 0.212, 0.231],
  "e_lumo_ha": 0.032,
  "smiles": "CNC(=O)C(C)C",
  "largest_force_ev_per_a": 0.51,
  "charge": 0,
  "gap_ev": 10.41,
  "spin_multiplicity": 1
}


Entry 5:
{
  "formula": "C41H30F5N3P2ReS",
  "method": "the ωB97M-V functional and the def2-TZVPD basis",
  "elements": ["Re", "F", "C", "C", "F", "C", "F", "C", "S", "C", "F", "C", "F", "N", "P", "C", "C", "C", "C", "C", "C", "C", "C", "C", "C", "C", "C", "C", "C", "C", "C", "C", "N", "H", "H", "H", "H", "H", "H", "H", "H", "H", "H", "H", "H", "H", "H", "H", "N", "P", "C", "C", "C", "C", "C", "C", "C", "C", "C", "C", "C", "C", "C", "C", "C", "C", "C", "C", "H", "H", "H", "H", "H", "H", "H", "H", "H", "H", "H", "H", "H", "H", "H"],
  "positions_angstrom": [[0.3099, 1.4231, -0.6119], [7.0808, 1.4729, -0.8610], [5.8433, 1.7027, -0.4652], [4.7801, 1.3243, -1.2709], [4.9877, 0.7571, -2.4518], [3.5040, 1.5620, -0.8146], [2.4516, 1.1582, -1.6069], [3.2177, 2.1826, 0.3824], [1.5503, 2.5002, 0.9210], [4.3002, 2.5553, 1.1676], [4.0938, 3.1512, 2.3352], [5.6021, 2.3157, 0.7562], [6.6168, 2.6717, 1.5218], [-2.3198, 2.9228, -1.1925], [-1.8461, 1.9096, 0.1063], [-2.9229, 0.4618, 0.0149], [-3.7002, 0.1991, -1.1091], [-4.4853, -0.9472, -1.1528], [-4.4821, -1.8331, -0.0857], [-3.6969, -1.5766, 1.0336], [-2.9204, -0.4314, 1.0874], [-2.3551, 2.7978, 1.5758], [-1.4887, 3.6815, 2.2188], [-1.9384, 4.4342, 3.2909], [-3.2521, 4.3116, 3.7217], [-4.1221, 3.4381, 3.0827], [-3.6800, 2.6788, 2.0117], [-1.5977, 2.9674, -2.3525], [-2.0571, 3.6636, -3.4752], [-1.2981, 3.6655, -4.6174], [-0.0804, 2.9720, -4.6537], [0.3250, 2.3220, -3.5290], [-0.4064, 2.3136, -2.3748], [-3.1828, 3.4476, -1.1609], [-3.7114, 0.8838, -1.9482], [-5.1067, -1.1386, -2.0178], [-5.0988, -2.7216, -0.1197], [-3.6955, -2.2658, 1.8681], [-2.3250, -0.2289, 1.9706], [-0.4679, 3.7976, 1.8854], [-1.2633, 5.1167, 3.7889], [-3.6008, 4.8999, 4.5600], [-5.1456, 3.3470, 3.4203], [-4.3601, 1.9932, 1.5238], [-3.0028, 4.1856, -3.4264], [-1.6449, 4.2007, -5.4916], [0.5327, 2.9522, -5.5419], [1.2584, 1.7792, -3.4940], [0.2348, -0.3220, -0.2898], [0.7420, -1.8263, 0.0677], [2.5267, -1.9212, -0.0168], [3.2894, -1.8215, 1.1465], [4.6745, -1.8140, 1.0599], [5.2935, -1.9233, -0.1778], [4.5333, -2.0360, -1.3374], [3.1510, -2.0261, -1.2621], [-0.0008, -2.9518, -1.0921], [0.6229, -4.1504, -1.4352], [-0.0356, -5.0469, -2.2638], [-1.3080, -4.7521, -2.7348], [-1.9294, -3.5581, -2.3869], [-1.2776, -2.6530, -1.5682], [0.1905, -2.1910, 1.7292], [-0.2954, -3.4581, 2.0428], [-0.7163, -3.7288, 3.3373], [-0.6518, -2.7410, 4.3095], [-0.1670, -1.4758, 3.9967], [0.2555, -1.1967, 2.7076], [2.8107, -1.7674, 2.1156], [5.2685, -1.7424, 1.9613], [6.3741, -1.9366, -0.2408], [5.0198, -2.1350, -2.2981], [2.5609, -2.1134, -2.1673], [1.6131, -4.3854, -1.0633], [0.4445, -5.9758, -2.5399], [-1.8182, -5.4565, -3.3785], [-2.9239, -3.3347, -2.7520], [-1.7568, -1.7222, -1.2936], [-0.3582, -4.2274, 1.2832], [-1.0953, -4.7113, 3.5844], [-0.9780, -2.9572, 5.3183], [-0.1169, -0.7099, 4.7593], [0.6244, -0.2076, 2.4593]],
  "mulliken_spin": [0.624, 0.000, -0.002, 0.006, 0.000, -0.010, 0.036, -0.008, -0.029, 0.003, 0.000, 0.002, 0.000, 0.000, -0.045, 0.035, -0.002, 0.001, -0.001, -0.001, -0.013, -0.013, 0.005, 0.001, 0.000, 0.000, -0.002, -0.004, 0.000, -0.001, -0.005, -0.008, 0.016, -0.001, 0.001, 0.000, 0.000, 0.000, 0.005, -0.002, 0.000, 0.000, 0.000, 0.000, -0.001, 0.000, 0.000, -0.001, 0.350, -0.013, 0.022, 0.001, 0.000, 0.004, 0.000, 0.017, -0.002, -0.001, 0.000, 0.001, 0.001, 0.016, 0.016, 0.000, 0.000, 0.003, -0.001, -0.006, 0.001, 0.000, 0.000, 0.000, -0.001, 0.001, 0.000, 0.000, 0.000, -0.001, 0.000, 0.000, 0.000, 0.000, 0.006],
  "e_lumo_ha": [-0.231, -0.232],
  "largest_force_ev_per_a": 0.30,
  "charge": 2,
  "gap_ev": [6.99, 7.66],
  "spin_multiplicity": 2
}


Entry 6:
{
  "formula": "C3H9PSi",
  "method": "the ωB97M-V functional and the def2-TZVPD basis",
  "elements": ["C", "C", "C", "Si", "P", "H", "H", "H", "H", "H", "H", "H", "H", "H"],
  "positions_angstrom": [[0.6693, 2.4047, 0.4197], [0.8557, 1.0778, 0.5441], [0.0115, -0.0835, -0.2961], [-1.3596, -1.0396, 0.5559], [1.4670, -1.3892, -0.6717], [-0.1124, 2.8946, -0.0261], [1.4154, 2.9648, 0.8548], [1.6927, 0.7020, 1.2175], [-0.3160, 0.1334, -1.2239], [-1.1191, -1.7917, 1.7601], [-1.8189, -1.8651, -0.5236], [-2.5028, -0.2684, 1.0584], [1.7351, -2.6876, -0.1057], [2.8063, -0.7523, -0.5771]],
  "nbo_charge": [-0.404, -0.171, -0.825, 0.892, 0.065, 0.197, 0.197, 0.216, 0.237, -0.158, -0.168, -0.162, 0.047, 0.036],
  "e_lumo_ha": 0.028,
  "smiles": "C=C[C@H]([SiH3])P",
  "largest_force_ev_per_a": 7.69,
  "charge": 0,
  "gap_ev": 8.83,
  "spin_multiplicity": 1
}


So what do the calculations give for E? Going down the list: -91891.2944, -113655.3772, -8772.2698, -8900.8278, -92593.0742, -20419.3361 eV.